Record 1
Here is 4 unconnected molecules or ions with the total composition C3H13O3S at a distorted geometry from the Open Molecules 2025 dataset. Energies are from ωB97M-V/def2-TZVPD.

XYZ file:
```
20
Properties=species:S:1:pos:R:3:forces:R:3
C -0.038 -2.741 -0.843 2.148 0.714 0.088
C 0.670 -1.508 -1.520 -1.995 -1.014 -0.293
C 0.348 -0.324 -0.645 -1.057 3.757 -0.697
S 1.475 0.034 0.720 0.277 -0.529 0.529
H -1.109 -2.518 -0.744 0.353 -0.419 -0.044
H 0.500 -2.726 0.111 -0.733 -0.390 0.457
H 0.229 -3.697 -1.319 -0.553 0.233 -0.061
H 1.753 -1.532 -1.505 0.200 -0.628 -0.345
H 0.236 -1.527 -2.556 0.651 0.801 0.579
H -0.676 -0.227 -0.258 -0.164 -1.176 0.074
H 0.262 0.687 -1.200 0.723 -1.433 -0.103
H -2.543 0.490 2.661 -0.036 0.376 0.279
H -3.204 1.825 2.301 -0.012 -0.174 0.103
O -3.358 1.021 2.809 -0.011 0.079 -0.276
H -1.585 -1.222 2.240 0.271 -0.289 -0.188
H -0.204 -0.505 2.368 0.110 0.246 -0.544
O -1.129 -0.515 2.700 -0.182 -0.131 0.405
H 0.597 3.685 -3.408 0.145 -0.254 0.008
H 1.418 2.517 -3.990 -0.065 -0.282 0.242
O 1.288 3.463 -4.041 -0.070 0.513 -0.211
```
Forces are in eV/Å.

Energy above the lowest of the compared OMol25 structures with the same formula, charge and spin in kcal per mole: 27.5
Total charge: -1
E_tot in eV: -20300.522

---

Record 2
Here is 2 unconnected molecules or ions with the total composition C3H7N2O2P at a distorted geometry from the Open Molecules 2025 dataset. Energies are from ωB97M-V/def2-TZVPD.

XYZ file:
```
15
Properties=species:S:1:pos:R:3:forces:R:3
N -0.995 -0.197 -3.317 1.148 -0.799 0.033
C -0.241 0.299 -2.513 0.182 0.218 0.280
N 0.537 0.636 -1.645 0.581 -0.207 -0.412
P 1.808 1.864 -1.450 -0.625 -2.328 0.351
O 2.047 1.463 0.129 -3.447 4.547 -1.349
O 0.745 2.995 -1.259 0.549 2.395 -0.447
H -1.847 0.147 -3.654 -1.104 0.603 -0.287
H 2.610 0.818 0.334 3.710 -4.075 1.081
H 0.003 2.767 -0.725 -0.989 -0.370 0.773
C -0.455 -1.614 0.938 -0.723 0.811 0.594
C -0.636 -0.618 1.818 0.410 -0.553 0.931
H 0.098 -1.125 0.176 0.719 -0.921 -1.389
H -0.823 -2.646 0.814 0.030 0.815 0.471
H 0.023 0.214 1.566 -0.622 0.360 0.334
H -1.142 -0.546 2.807 0.181 -0.497 -0.962
```
Forces are in eV/Å.

Energy above the lowest of the compared OMol25 structures with the same formula, charge and spin in kcal per mole: 27.8
Total charge: 0
E_tot in eV: -19587.630
Structure (SMILES): N=C=NP(O)O.C=C

---

Record 3
Here is a molecular structure, FLi3Sr3 at a distorted geometry from the Open Molecules 2025 dataset. Energies are from ωB97M-V/def2-TZVPD.

XYZ file:
```
7
Properties=species:S:1:pos:R:3:forces:R:3
Sr 1.240 -2.373 0.047 2.483 -4.943 0.297
Sr 1.527 1.115 2.110 2.346 1.919 4.748
Sr -2.868 -1.540 0.297 -5.114 -1.440 1.210
Li 2.047 0.828 -1.225 1.970 1.686 -2.544
Li -0.723 -0.568 -2.036 -0.745 0.864 -2.726
Li -0.992 2.591 0.674 -2.075 2.754 -0.348
F -0.231 -0.053 0.134 1.134 -0.840 -0.637
```
Forces are in eV/Å.

Energy above the lowest of the compared OMol25 structures with the same formula, charge and spin in kcal per mole: 49.2
Total charge: +8
E_tot in eV: -5693.479